{"formula": "C23H41N8O6PV", "method": "wB97M-V/def2-TZVPD", "symbols": ["V", "N", "C", "N", "C", "N", "N", "C", "N", "C", "C", "C", "C", "C", "N", "H", "H", "H", "H", "H", "H", "H", "H", "N", "C", "C", "C", "O", "O", "H", "H", "H", "H", "H", "H", "C", "C", "C", "C", "O", "P", "O", "O", "O", "C", "C", "C", "C", "H", "H", "H", "H", "H", "H", "H", "H", "H", "H", "H", "H", "H", "H", "H", "H", "H", "H", "C", "C", "C", "C", "N", "H", "H", "H", "H", "H", "H", "H", "H", "H"], "coordinates": [[-0.478391, 0.200766, 0.167387], [1.854372, -0.443379, 2.455759], [1.664558, -1.505684, 1.665446], [2.496999, -2.528599, 1.781389], [2.264158, -3.573591, 0.990186], [3.097770, -4.608871, 1.052464], [1.225730, -3.676173, 0.124363], [0.463412, -2.623312, 0.072529], [0.613337, -1.506133, 0.801091], [-0.750848, -2.641844, -0.765384], [-1.179008, -3.786425, -1.406948], [-2.408033, -3.767427, -2.040552], [-3.172443, -2.612005, -1.976530], [-2.658210, -1.506207, -1.330209], [-1.453295, -1.501539, -0.756382], [2.696321, -0.438498, 3.006166], [1.417328, 0.436880, 2.219272], [3.894800, -4.575472, 1.662695], [2.953446, -5.392482, 0.440950], [-0.545476, -4.660472, -1.383669], [-2.775078, -4.644059, -2.556409], [-4.154641, -2.558650, -2.423702], [-3.236083, -0.595559, -1.265240], [-1.524361, 1.346126, -1.235176], [-1.506512, 1.144871, -2.715155], [-0.107321, 0.933186, -3.293677], [0.540698, -0.213356, -2.534581], [0.637913, -1.335405, -2.993092], [0.876697, 0.145306, -1.324597], [-2.487258, 1.502923, -0.951829], [-1.025549, 2.272222, -1.049221], [-1.966836, 2.020163, -3.176780], [-2.123094, 0.283779, -2.967227], [0.499922, 1.829708, -3.161097], [-0.201211, 0.704814, -4.352769], [3.774584, 1.200964, -0.329408], [3.623625, 2.640564, 0.135553], [4.648062, 3.532439, -0.544199], [3.729731, 2.753406, 1.650232], [2.334543, 3.140341, -0.344555], [0.902227, 3.064429, 0.284347], [-0.081398, 3.541613, -0.721453], [0.610018, 1.627333, 0.810634], [0.889255, 3.879158, 1.636984], [0.741956, 5.340501, 1.734673], [1.588337, 6.048326, 0.687328], [-0.734602, 5.672486, 1.571945], [1.225570, 5.668847, 3.136439], [4.751669, 0.821590, -0.027972], [3.694259, 1.144597, -1.414691], [2.995833, 0.568135, 0.091181], [5.654956, 3.201279, -0.288839], [4.529347, 4.568992, -0.227018], [4.527144, 3.484008, -1.625936], [4.706018, 2.388962, 1.969507], [2.957049, 2.164595, 2.148190], [3.627203, 3.789363, 1.971961], [1.259653, 5.799556, -0.322076], [2.641257, 5.782799, 0.792765], [1.491784, 7.125155, 0.825192], [-1.071775, 5.409311, 0.570512], [-0.893938, 6.739183, 1.730710], [-1.323079, 5.121837, 2.307800], [2.273201, 5.391847, 3.257343], [0.633325, 5.131920, 3.877963], [1.125769, 6.739038, 3.317963], [-3.688375, -0.465884, 2.136955], [-2.408448, 0.288708, 2.512545], [-1.696813, -0.397307, 3.685937], [-2.703073, 1.757165, 2.842009], [-1.520268, 0.259693, 1.389284], [-4.375456, -0.466331, 2.982555], [-3.458392, -1.499203, 1.873702], [-4.184130, 0.017459, 1.293221], [-2.351630, -0.398079, 4.556856], [-0.781152, 0.137808, 3.936689], [-1.448162, -1.428563, 3.432636], [-3.347863, 1.809182, 3.718833], [-3.208437, 2.246154, 2.007755], [-1.774295, 2.289995, 3.049282]], "forces_ev_per_a": [[0.28, 0.14, -0.03], [-0.08, -0.02, -0.07], [-0.05, -0.06, -0.08], [0.09, -0.06, 0.07], [0.03, 0.05, 0.05], [-0.03, -0.02, -0.04], [-0.06, -0.03, -0.06], [0.11, 0.02, 0.06], [-0.01, 0.44, 0.12], [-0.01, 0.03, -0.03], [0.04, -0.02, -0.01], [-0.02, 0.04, 0.00], [0.00, -0.08, -0.04], [0.02, 0.06, 0.01], [-0.04, -0.13, 0.06], [0.02, -0.01, 0.01], [0.01, 0.04, 0.04], [0.00, 0.02, 0.01], [0.01, -0.01, 0.01], [-0.01, 0.00, -0.01], [0.00, 0.00, 0.00], [0.00, 0.00, 0.00], [0.02, 0.01, 0.02], [-0.02, 0.13, 0.09], [0.11, 0.06, -0.17], [0.01, 0.00, 0.22], [-0.12, 0.14, -0.32], [0.08, 0.03, 0.11], [-0.16, -0.31, 0.18], [0.00, 0.03, 0.03], [-0.07, -0.15, -0.06], [-0.01, 0.02, 0.04], [-0.03, -0.02, 0.04], [-0.06, 0.03, 0.00], [0.00, -0.04, -0.01], [-0.07, 0.05, -0.02], [0.15, -0.07, 0.05], [-0.03, 0.03, 0.01], [-0.08, 0.04, -0.05], [-0.07, -0.03, 0.06], [0.15, 0.28, 0.07], [-0.07, -0.12, 0.01], [-0.16, -0.41, -0.14], [0.09, -0.06, -0.15], [-0.06, 0.16, 0.07], [0.01, -0.09, 0.00], [0.06, -0.06, -0.02], [-0.02, -0.04, -0.03], [0.00, -0.01, 0.01], [0.00, -0.01, 0.01], [0.01, -0.02, 0.01], [0.00, 0.01, 0.00], [0.01, -0.01, 0.00], [0.01, 0.00, 0.00], [0.01, -0.02, -0.02], [0.05, 0.03, 0.01], [0.00, -0.01, 0.02], [0.01, 0.02, 0.00], [-0.02, 0.01, 0.00], [0.00, 0.00, -0.01], [-0.03, 0.01, 0.02], [0.01, 0.01, 0.00], [-0.01, 0.01, -0.01], [0.00, 0.01, 0.01], [0.01, 0.01, 0.00], [0.00, -0.01, 0.01], [0.11, 0.04, -0.04], [-0.20, 0.01, 0.29], [-0.01, 0.04, -0.12], [0.07, -0.07, -0.08], [0.07, -0.09, -0.31], [0.00, 0.00, 0.01], [-0.03, 0.00, -0.01], [-0.03, -0.02, 0.00], [-0.01, 0.00, 0.00], [0.01, -0.03, 0.03], [0.01, 0.00, 0.02], [0.00, 0.01, 0.01], [0.00, 0.02, 0.02], [-0.02, 0.03, 0.01]], "mulliken_charge": [-1.302, 0.091, 0.314, -0.802, 0.193, -0.337, -0.789, 0.403, 0.788, 0.438, -0.662, -0.711, -1.090, -0.615, 1.260, 0.361, -0.428, 0.257, 0.245, 0.590, 0.461, 0.481, 0.665, -0.322, -0.784, -0.501, 0.209, -0.666, -0.529, 0.313, 0.309, 0.550, 0.401, 0.269, 0.472, -1.661, 1.845, -1.727, -1.152, -0.439, 0.222, -1.045, 1.937, -0.340, 1.550, -1.369, -1.540, -1.611, 0.513, 0.376, 0.138, 0.420, 0.353, 0.366, 0.575, 0.013, 0.172, 0.276, 0.209, 0.580, 0.268, 0.495, 0.277, 0.325, 0.318, 0.459, -1.559, 1.149, -1.462, -1.495, 0.700, 0.471, 0.332, 0.302, 0.483, 0.273, 0.335, 0.504, 0.357, 0.277], "charge": 1, "max_force_ev_per_a": 0.5, "total_energy_ha": -3076.0088, "homo_lumo_gap_ev": 7.73, "lumo_energy_ev": -4.09}